Record 1
# C34H52ClN4O3P

5 unconnected molecules or ions with the total composition C34H52ClN4O3P in a non-equilibrium geometry (ωB97M-V/def2-TZVPD, the Open Molecules 2025 dataset).

SMILES: C#CCCCC1=C(CCCCCCC)C(=O)C=C(P(O)Cl)C1=O.CCCC#N.CCCC#N.CCCC#N.CCCC#N
HOMO energy in eV: -9.1
Total energy in Eh: -2572.37221
LUMO in eV: -1.87

```
! RIJCOSX wB97M-V def2-TZVPD def2/J DEFGRID3
* xyz 0 1
C 5.40844 -0.39045 4.97882
C 5.01768 0.22332 3.75048
C 4.54500 1.08281 2.39571
C 2.99350 0.63206 2.06908
C 2.77547 -0.05242 0.59576
C 2.05509 -1.52443 0.60848
C 0.63247 -1.78675 1.06979
C -0.18591 -0.48382 1.63181
C -1.81706 -0.63321 1.64955
C -2.63978 0.77538 1.84777
C -4.11096 0.34866 2.51740
C -5.39254 0.72581 1.56413
C -6.76853 0.21954 2.35667
C -6.88948 -1.41854 2.46818
C 0.08932 -3.33035 0.98360
O -1.20602 -3.71066 0.94048
C 1.18404 -4.59123 0.88519
C 2.58060 -4.37547 0.41927
P 3.85109 -5.82107 0.23922
O 4.46073 -6.34003 1.78687
Cl 2.73209 -7.42536 -0.68246
C 2.98772 -2.79665 0.05620
O 4.09358 -2.64490 -0.68595
H 6.09842 -0.90867 5.80274
H 5.29563 0.89765 1.51632
H 4.52594 2.22414 2.74485
H 2.25974 1.57269 2.11236
H 2.65302 -0.12121 2.89741
H 3.86447 -0.17142 0.12146
H 2.17759 0.61550 -0.17292
H 0.16968 -0.30765 2.74782
H 0.07455 0.52144 1.05496
H -2.06766 -1.43301 2.49945
H -2.20744 -1.11680 0.64344
H -2.08650 1.56854 2.51938
H -2.83135 1.26912 0.78948
H -4.19985 0.84677 3.59333
H -4.15066 -0.81951 2.68890
H -5.34450 0.25776 0.47918
H -5.48172 1.91213 1.46847
H -6.65615 0.62147 3.47356
H -7.75627 0.59904 1.84919
H -6.10043 -1.83882 3.25818
H -7.95624 -1.75360 2.88326
H -6.65352 -1.98141 1.45334
H 0.80955 -5.67549 1.15718
H 3.86670 -5.92701 2.47990
C 1.82694 -1.87456 -3.26818
C 1.49258 -0.73786 -4.22888
C 2.52872 0.38763 -4.20253
C 2.59972 0.98760 -2.80776
N 2.65866 1.48528 -1.65071
H 1.83826 -1.53446 -2.22777
H 1.07608 -2.66759 -3.34190
H 2.80607 -2.30906 -3.49999
H 0.50303 -0.33850 -3.97494
H 1.42635 -1.13990 -5.24580
H 2.25154 1.17012 -4.91674
H 3.51716 0.00732 -4.48217
C -4.68516 -1.59371 8.44614
C -4.90751 -2.32768 7.12755
C -4.58263 -1.46666 5.90521
C -5.47808 -0.23854 5.88961
N -6.22089 0.78028 5.87668
H -5.34178 -0.72289 8.53985
H -4.90189 -2.25555 9.29061
H -3.64689 -1.25446 8.53618
H -5.95089 -2.66276 7.07982
H -4.27986 -3.22539 7.11028
H -4.74464 -2.04133 4.98722
H -3.53467 -1.14853 5.92618
C 1.47952 4.50689 -2.50010
C 0.39641 5.58099 -2.49885
C 0.61334 6.64344 -1.41944
C 0.59759 5.99127 -0.04656
N 0.58457 5.45025 1.09233
H 1.49388 3.94610 -1.56013
H 1.29953 3.78676 -3.30455
H 2.47055 4.94913 -2.65341
H -0.57936 5.10042 -2.35700
H 0.37647 6.06675 -3.48057
H -0.18019 7.39649 -1.46878
H 1.57280 7.15106 -1.56647
C 3.02694 -0.44274 -8.16521
C 2.69258 0.69395 -9.12591
C 3.72872 1.81944 -9.09956
C 3.79972 2.41941 -7.70479
N 3.85866 2.91709 -6.54774
H 3.03826 -0.10265 -7.12480
H 2.27608 -1.23578 -8.23893
H 4.00607 -0.87725 -8.39702
H 1.70302 1.09331 -8.87198
H 2.62635 0.29192 -10.14283
H 3.45154 2.60193 -9.81377
H 4.71716 1.43913 -9.37919
*
```

---

Record 2
# C2H7S

2 unconnected molecules or ions with the total composition C2H7S (ωB97M-V/def2-TZVPD, the Open Molecules 2025 dataset).

Relative energy (zero: lowest compared OMol25 entry of this formula, charge and spin) in kJ/mol: 46.0
HOMO energy in eV: -1.9
Total energy in Eh: -478.59159
LUMO in eV: 3.48

```
! RIJCOSX wB97M-V def2-TZVPD def2/J DEFGRID3
* xyz -1 1
C -3.32838 2.36214 -0.27299
H -2.68019 1.57463 -0.65081
H -4.31114 2.26636 -0.72649
H -2.90936 3.33377 -0.51619
H -3.39302 2.25302 0.80847
C 0.90916 0.13507 -0.00464
S 1.50295 -1.57895 0.16711
H -0.17356 0.20624 -0.13094
H 1.13483 0.74174 0.88264
H 1.39420 0.64059 -0.84299
*
```